{"formula": "CH8N3O", "method": "the ωB97M-V functional and the def2-TZVPD basis", "species": ["N", "C", "N", "N", "H", "H", "H", "H", "H", "H", "H", "H", "O"], "positions_angstrom": [[1.456, 1.298, 0.083], [0.323, 0.477, 0.042], [-0.690, 1.032, 0.894], [-0.192, 0.005, -1.100], [2.204, 1.100, -0.574], [1.230, 2.284, 0.099], [-0.588, 0.817, 1.886], [-1.627, 0.841, 0.540], [0.609, -0.502, 0.567], [0.096, 0.585, -1.894], [-0.851, -1.835, -0.763], [-0.958, -3.216, 0.080], [-0.767, -2.276, 0.091]], "nbo_charge": [-0.708, 0.065, -0.611, -0.256, 0.410, 0.414, 0.422, 0.420, 0.466, 0.370, 0.492, 0.506, -0.987], "e_lumo_ev": -8.786, "orbital_gap_ev": 6.596, "total_energy_ev": -7673.315, "relative_energy_ev": 6.5311, "charge": 1}